Density functional theory data (the ωB97M-V functional and the def2-TZVPD basis) for an isolated molecule of C17H17N3O2.

Geometry as ORCA input:
```
! wB97M-V def2-TZVPD RIJCOSX def2/J DEFGRID3
* xyz 0 1
O 2.349 -1.835 0.358
O -2.681 2.164 0.474
N -2.914 -0.114 -0.052
N -5.093 -0.120 -0.364
N -4.689 1.140 -0.052
C 0.310 -1.766 -0.760
C 4.011 -0.079 0.438
C -4.032 -0.854 -0.368
C 1.087 -1.334 0.319
C -4.034 -2.314 -0.622
C -1.002 -1.370 -0.893
C 3.422 1.179 0.406
C -3.344 1.198 0.168
C -0.812 -0.101 1.136
C 5.200 -0.284 -0.251
C 0.507 -0.492 1.263
C -5.607 2.235 0.049
C 5.205 2.002 -0.973
C 5.796 0.750 -0.949
C -1.577 -0.538 0.063
C 4.016 2.212 -0.296
C 3.354 -1.231 1.161
H 0.768 -2.414 -1.490
H -5.019 -2.706 -0.386
H -3.826 -2.526 -1.671
H 3.547 3.185 -0.313
H -6.111 2.395 -0.905
H -1.574 -1.690 -1.749
H -1.250 0.560 1.866
H 2.957 -0.914 2.130
H 5.669 2.810 -1.519
H -3.280 -2.806 -0.011
H 4.083 -2.029 1.329
H -6.354 2.034 0.819
H -5.025 3.116 0.315
H 1.064 -0.138 2.117
H 6.723 0.578 -1.477
H 2.493 1.358 0.927
H 5.660 -1.262 -0.238
*
```

* LUMO: 0.80 eV
* frontier orbital gap: 8.936 eV
* E_tot: -26470.415 eV
* SMILES: Cc1nn(C)c(=O)n1-c1ccc(OCc2ccccc2)cc1

Density functional theory data (the ωB97M-V functional and the def2-TZVPD basis) for an isolated molecule of C33H29Cl2N3O4.

Geometry as ORCA input:
```
! wB97M-V def2-TZVPD RIJCOSX def2/J DEFGRID3
* xyz 0 1
Cl -2.688 1.057 -5.043
Cl 5.814 -2.652 -2.967
O -2.036 0.042 2.604
O 1.048 -2.815 0.940
O -1.648 2.667 1.347
O 0.639 -0.072 -1.491
N 1.282 1.013 0.452
N -0.709 -1.463 1.509
N -0.805 1.289 -0.300
C 0.421 0.639 -0.550
C 1.181 2.795 2.200
C -3.107 -4.387 1.173
C 0.528 1.564 1.561
C -4.146 0.867 -2.785
C 4.785 -1.871 -1.822
C 2.280 0.113 1.016
C -0.803 1.938 0.911
C -3.192 1.002 -0.581
C 0.625 -1.797 1.413
C 3.118 -0.627 0.010
C 1.439 -0.674 2.055
C -2.861 -3.250 -1.050
C -1.768 1.198 -2.524
C -4.290 0.856 -1.408
C 4.280 -0.611 -2.101
C -1.805 -2.271 0.980
C 0.388 0.341 2.530
C 1.538 3.787 1.123
C 3.458 0.008 -1.180
C -1.902 -3.614 1.702
C 0.633 4.770 0.744
C 2.148 5.540 -0.951
C -0.947 -0.337 2.262
C 3.057 4.566 -0.575
C 2.753 3.695 0.456
C -2.883 1.037 -3.330
C -2.993 -4.592 -0.335
C -1.933 1.173 -1.145
C -1.651 -2.485 -0.524
C 4.487 -2.501 -0.626
C 0.938 5.642 -0.287
C 3.662 -1.873 0.289
H -2.711 -1.686 1.180
H -1.562 -1.525 -1.037
H 4.896 -3.476 -0.410
H -2.114 -5.201 -0.550
H -5.000 0.745 -3.432
H 2.966 0.758 1.589
H -3.171 -5.352 1.677
H 3.074 0.993 -1.391
H 0.454 3.228 2.888
H -2.753 -3.406 -2.123
H 3.473 2.943 0.745
H 3.440 -2.375 1.217
H -0.989 -4.183 1.522
H -3.871 -5.125 -0.703
H 0.466 0.651 3.571
H 2.060 -1.081 2.853
H -0.315 4.848 1.255
H 2.071 2.501 2.760
H 4.529 -0.120 -3.028
H -3.305 0.989 0.492
H 4.006 4.484 -1.084
H 2.384 6.219 -1.756
H -4.020 -3.830 1.397
H -0.741 -3.054 -0.717
H -0.790 1.322 -2.958
H 0.226 6.402 -0.572
H -5.269 0.725 -0.975
H -3.764 -2.655 -0.888
H -2.003 -3.448 2.777
*
```

* LUMO: 0.32 eV
* frontier orbital gap: 9.244 eV
* E_tot: -72400.833 eV
* SMILES: O=C1[C@H]2[C@@H](c3ccc(Cl)cc3)N3C(=O)N(c4cccc(Cl)c4)C(=O)[C@@]3(Cc3ccccc3)[C@H]2C(=O)N1C1CCCCC1

Density functional theory data (the ωB97M-V functional and the def2-TZVPD basis) for a structure of composition C3H3NaO4 at a distorted geometry.

Geometry as ORCA input:
```
! wB97M-V def2-TZVPD RIJCOSX def2/J DEFGRID3
* xyz 0 1
Na -0.731 2.301 0.273
O -2.313 -0.278 -0.787
O 1.421 2.006 0.688
O -0.390 0.004 0.174
O -0.749 -1.900 -1.004
C -1.107 -0.817 -0.606
C 0.938 -0.308 0.536
C 1.765 0.764 0.687
H -2.884 -0.909 -1.246
H 2.830 0.493 0.825
H 1.220 -1.355 0.461
*
```

* LUMO: -0.79 eV
* frontier orbital gap: 6.148 eV
* E_tot: -15766.196 eV